(1)
The following is a DFT calculation (ωB97M-V/def2-TZVPD) of C32H21Cl2MoN3O7S as an isolated structure in a non-equilibrium geometry.

Results
- relative energy (zero: lowest compared OMol25 entry of this formula, charge and spin) (kJ/mol) = 201.1
- DFT total energy (Eh) = -3309.6367
- highest occupied orbital energy (spin up / spin down) (eV) = -6.42 / -6.37
- HOMO-LUMO gap (spin up / spin down) (eV) = 4.5331 / 4.1315
- multiplicity = 3
- molecular weight (g/mol) = 758.45

Last column: Mulliken spin population.
Element x y z (Å)
Mo  0.466  0.073  -0.090  1.894
O  0.473  1.742  -1.277  -0.006
C  0.877  1.946  -2.447  0.034
C  1.336  0.952  -3.347  0.022
C  1.893  1.355  -4.579  0.001
C  2.348  0.402  -5.433  0.009
C  2.242  -0.971  -5.144  0.007
C  1.702  -1.386  -3.961  0.008
C  1.261  -0.430  -3.008  0.013
O  0.804  -0.805  -1.859  0.022
N  2.994  0.818  -6.695  -0.001
O  3.396  -0.063  -7.424  0.001
O  3.081  2.007  -6.909  0.002
H  0.857  2.988  -2.791  -0.002
H  1.975  2.402  -4.842  0.000
H  2.596  -1.684  -5.875  0.001
H  1.614  -2.435  -3.717  0.001
C  -2.232  -4.419  1.821  0.003
C  -2.073  -3.955  0.523  0.002
C  -1.025  -3.102  0.223  -0.005
C  -0.141  -2.753  1.229  0.001
C  -0.270  -3.216  2.525  -0.003
C  -1.338  -4.048  2.818  0.000
N  0.897  -1.803  0.900  -0.015
N  2.043  -1.987  1.396  0.023
C  2.961  -0.961  1.033  0.005
C  4.278  -1.111  1.431  -0.015
C  5.199  -0.146  1.056  0.038
C  4.782  0.941  0.300  -0.025
C  3.451  1.084  -0.083  0.019
C  2.506  0.131  0.280  -0.129
H  -3.073  -5.053  2.065  0.000
H  -2.778  -4.233  -0.249  0.000
H  -0.891  -2.720  -0.784  -0.014
H  0.423  -2.889  3.287  0.000
H  -1.488  -4.385  3.834  0.000
H  4.562  -1.973  2.018  -0.001
H  6.236  -0.242  1.346  0.002
H  5.504  1.694  0.010  -0.001
H  3.162  1.952  -0.661  0.003
Cl  -2.174  0.200  -1.349  -0.001
C  -3.660  -0.617  -0.866  0.017
C  -4.519  -0.930  -1.904  -0.001
C  -5.697  -1.593  -1.615  0.002
C  -5.955  -1.938  -0.292  0.000
C  -5.064  -1.610  0.709  0.001
Cl  -5.474  -2.111  2.325  0.001
C  -3.855  -0.901  0.495  -0.016
S  -2.751  -0.452  1.720  0.061
H  -4.267  -0.655  -2.917  0.001
H  -6.402  -1.832  -2.397  0.000
H  -6.861  -2.467  -0.030  0.000
O  0.959  3.390  1.295  0.001
C  0.243  3.633  2.436  0.002
C  -0.035  4.930  2.848  0.000
C  -0.733  5.155  4.022  0.001
C  -1.149  4.088  4.808  -0.001
C  -0.860  2.800  4.397  -0.001
C  -0.171  2.558  3.209  -0.006
C  0.032  1.137  2.861  0.001
O  0.157  0.247  3.654  0.019
O  0.006  0.875  1.536  0.024
H  1.140  4.239  0.871  0.000
H  0.294  5.763  2.237  0.000
H  -0.949  6.171  4.324  0.000
H  -1.697  4.257  5.722  0.000
H  -1.171  1.945  4.979  0.000

=====

(2)
The following is a DFT calculation (ωB97M-V/def2-TZVPD) of one molecule with the formula C23H26N2O5S3 in a non-equilibrium geometry.

Results
- relative energy (zero: lowest compared OMol25 entry of this formula, charge and spin) (kJ/mol) = 0.0
- DFT total energy (Eh) = -2572.2838
- SMILES = O=S(=O)(NCc1ccccc1)c1ccc(S(=O)(=O)N(Cc2cccs2)C[C@@H]2CCCO2)cc1
- highest occupied orbital energy (eV) = -9.23
- HOMO-LUMO gap (eV) = 9.3858
- multiplicity = 1
- molecular weight (g/mol) = 506.67

Last column: Löwdin charge in e.
Element x y z (Å)
O  -3.407  -0.619  3.585  -0.281
S  -3.389  -1.467  2.433  0.646
O  -3.803  -2.831  2.545  -0.275
N  -4.375  -0.741  1.308  -0.120
C  -4.700  -1.490  0.114  -0.185
C  -3.571  -1.591  -0.882  -0.231
C  -3.134  -2.831  -1.330  -0.055
C  -2.084  -2.928  -2.226  -0.077
C  -1.459  -1.783  -2.690  -0.081
C  -1.900  -0.542  -2.264  -0.076
C  -2.946  -0.448  -1.364  -0.038
C  -1.740  -1.402  1.719  -0.258
C  -1.232  -2.509  1.070  -0.045
C  0.006  -2.415  0.453  -0.029
C  0.707  -1.226  0.525  -0.237
S  2.321  -1.156  -0.259  0.690
O  2.297  -2.081  -1.358  -0.280
O  3.333  -1.325  0.743  -0.272
N  2.404  0.408  -0.819  -0.224
C  1.689  0.658  -2.051  -0.205
C  0.963  1.961  -2.009  -0.527
C  -0.113  2.310  -1.250  -0.140
C  -0.511  3.653  -1.439  -0.173
C  0.267  4.307  -2.337  -0.406
S  1.507  3.297  -2.969  1.040
C  3.573  1.200  -0.522  -0.125
C  3.239  2.424  0.356  -0.316
C  4.519  3.053  0.920  -0.114
C  4.759  2.235  2.196  -0.135
C  3.395  1.576  2.477  -0.174
O  2.490  2.061  1.493  -0.126
C  0.222  -0.132  1.217  -0.039
C  -1.029  -0.220  1.809  -0.037
H  -4.136  0.227  1.166  0.104
H  -4.982  -2.483  0.466  0.113
H  -5.574  -1.020  -0.350  0.133
H  -3.624  -3.725  -0.972  0.120
H  -1.751  -3.898  -2.563  0.109
H  -0.638  -1.860  -3.387  0.108
H  -1.438  0.358  -2.643  0.094
H  -3.289  0.527  -1.043  0.115
H  -1.806  -3.422  1.065  0.118
H  0.438  -3.242  -0.088  0.122
H  2.378  0.645  -2.907  0.127
H  0.987  -0.172  -2.162  0.101
H  -0.599  1.628  -0.577  0.095
H  -1.341  4.107  -0.929  0.103
H  0.192  5.321  -2.675  0.060
H  4.055  1.534  -1.448  0.139
H  4.257  0.548  0.023  0.118
H  2.625  3.132  -0.207  0.132
H  4.335  4.099  1.163  0.116
H  5.348  2.995  0.218  0.115
H  5.522  1.475  2.039  0.109
H  5.074  2.870  3.022  0.107
H  2.980  1.850  3.449  0.124
H  3.462  0.483  2.411  0.104
H  0.822  0.764  1.288  0.099
H  -1.453  0.604  2.361  0.120

=====

(3)
The following is a DFT calculation (ωB97M-V/def2-TZVPD) of one molecule with the formula C4H7NO.

Results
- relative energy (zero: lowest compared OMol25 entry of this formula, charge and spin) (kJ/mol) = 83.3
- DFT total energy (Eh) = -286.5999
- SMILES = CC1=NCCO1
- highest occupied orbital energy (eV) = -9.35
- HOMO-LUMO gap (eV) = 10.3959
- multiplicity = 1
- molecular weight (g/mol) = 85.11

Last column: Löwdin charge in e.
Element x y z (Å)
C  -0.907  0.393  1.908  0.004
C  -0.272  0.017  0.606  -0.449
N  0.500  -0.971  0.401  0.095
C  0.902  -0.889  -1.006  -0.184
C  -0.011  0.200  -1.602  -0.141
O  -0.571  0.836  -0.440  -0.028
H  -0.153  0.380  2.697  0.084
H  -1.679  -0.337  2.166  0.087
H  -1.364  1.383  1.853  0.082
H  1.965  -0.620  -1.061  0.109
H  0.781  -1.855  -1.507  0.106
H  -0.843  -0.219  -2.183  0.118
H  0.510  0.953  -2.199  0.117

=====

(4)
The following is a DFT calculation (ωB97M-V/def2-TZVPD) of a 12-piece molecular cluster, C15H40F24N8O14P4 overall in a non-equilibrium geometry.

Results
- DFT total energy (Eh) = -5849.4642
- charge = -2
- highest occupied orbital energy (eV) = -1.90
- HOMO-LUMO gap (eV) = 3.6267
- multiplicity = 1
- molecular weight (g/mol) = 1136.38

Last column: Löwdin charge in e.
Element x y z (Å)
C  -0.041  -0.970  0.360  0.025
C  1.373  -0.595  0.179  -0.310
O  1.977  -0.712  -0.901  0.074
N  2.168  0.075  1.348  0.153
H  1.823  -0.091  2.282  0.106
H  3.080  -0.357  1.299  0.128
C  2.142  1.620  1.146  0.029
H  -0.532  -0.017  0.556  0.073
H  -0.168  -1.727  1.133  0.081
H  -0.476  -1.385  -0.549  0.068
H  2.020  2.000  0.132  0.073
H  2.935  1.930  1.827  0.101
H  1.203  1.982  1.565  0.060
C  -3.777  -0.300  2.254  0.006
C  -4.397  -1.122  3.455  -0.238
O  -3.793  -0.980  4.616  0.099
N  -5.464  -2.171  3.092  0.101
H  -6.231  -1.765  2.575  0.165
H  -5.062  -2.805  2.416  0.116
C  -5.860  -2.913  4.443  0.055
H  -2.731  -0.028  2.395  0.091
H  -4.436  0.569  2.273  0.089
H  -3.748  -0.649  1.222  0.069
H  -6.578  -3.592  3.982  0.086
H  -6.411  -2.220  5.079  0.095
H  -4.969  -3.373  4.871  0.111
C  -0.415  5.756  -3.438  0.017
C  -0.097  5.830  -1.933  -0.334
O  -0.594  6.627  -1.131  0.125
N  0.958  4.801  -1.445  0.108
H  0.727  4.797  -0.462  0.092
H  0.661  3.854  -1.632  0.090
C  2.454  5.214  -1.673  0.046
H  -1.400  6.194  -3.602  0.088
H  -0.293  4.718  -3.748  0.060
H  0.437  6.286  -3.863  0.086
H  2.663  6.273  -1.521  0.102
H  2.625  4.964  -2.720  0.072
H  3.097  4.477  -1.191  0.091
C  3.283  -3.134  -1.874  0.010
C  2.366  -3.363  -2.946  -0.354
O  2.301  -2.572  -3.886  0.126
N  1.369  -4.557  -2.853  0.101
H  1.486  -5.135  -3.673  0.162
H  1.751  -5.123  -2.108  0.169
C  -0.135  -4.302  -2.768  0.049
H  3.933  -4.007  -1.809  0.119
H  2.718  -3.129  -0.942  0.093
H  3.883  -2.224  -1.907  0.126
H  -0.593  -5.280  -2.913  0.103
H  -0.448  -3.519  -3.458  0.082
H  -0.285  -4.085  -1.710  0.100
C  -3.401  0.262  -3.320  0.035
C  -1.949  -0.290  -3.458  -0.324
O  -1.516  -1.322  -2.982  0.134
N  -1.167  0.413  -4.524  0.096
H  -1.761  1.149  -4.879  0.168
H  -0.428  0.912  -4.049  0.102
C  -0.406  -0.502  -5.479  0.034
H  -3.393  1.337  -3.138  0.082
H  -3.742  -0.220  -2.403  0.089
H  -4.076  -0.030  -4.125  0.091
H  -0.168  0.128  -6.336  0.103
H  -1.131  -1.262  -5.769  0.095
H  0.508  -0.869  -5.013  0.084
P  -1.927  2.691  -0.083  0.199
F  -2.599  1.222  -0.258  -0.164
F  -3.321  3.303  0.545  -0.194
F  -1.557  2.351  1.461  -0.155
F  -1.373  4.190  0.357  -0.177
F  -0.352  2.259  -0.535  -0.184
F  -2.257  3.133  -1.506  -0.098
P  -2.286  -4.473  1.521  0.214
F  -0.690  -4.464  1.436  -0.141
F  -2.268  -2.930  2.111  -0.189
F  -2.469  -3.978  -0.017  -0.172
F  -3.903  -4.273  1.863  -0.230
F  -2.325  -6.024  1.129  -0.145
F  -2.209  -4.969  3.099  -0.193
P  2.776  -3.679  2.895  0.054
F  1.656  -4.808  2.512  -0.192
F  2.530  -3.870  4.512  -0.176
F  3.936  -4.792  2.945  -0.174
F  3.833  -2.581  3.253  -0.120
F  3.203  -3.464  1.376  -0.170
F  1.593  -2.681  2.710  -0.121
P  0.711  1.326  4.834  0.213
F  0.697  2.676  3.886  -0.179
F  0.653  0.396  3.512  -0.174
F  2.285  1.421  4.761  -0.131
F  0.860  0.091  5.905  -0.182
F  0.612  2.350  6.101  -0.189
F  -0.965  1.128  4.878  -0.225
N  2.696  5.076  1.991  -0.716
O  3.806  5.016  1.563  -0.025
O  2.472  5.592  3.033  -0.002
O  1.741  4.639  1.363  -0.080
N  5.870  0.250  1.018  -0.705
O  7.117  0.052  1.177  -0.129
O  5.328  0.912  1.862  -0.019
O  5.338  -0.241  0.086  -0.041
N  1.740  1.893  -3.430  -0.603
O  2.672  2.107  -2.580  0.003
O  0.627  2.407  -3.223  -0.105
O  1.879  1.272  -4.430  0.000